Entry 1:
The ion C3H3O2S with charge -1 at a distorted geometry. Source: the Open Molecules 2025 dataset; level of theory: ωB97M-V/def2-TZVPD.

The energy above the lowest of the compared OMol25 structures with the same formula, charge and spin comes out at 234.1 kJ/mol. Its total energy is -18088.66555 eV. As for the HOMO energy: -2.51 eV. The HOMO-LUMO gap comes out at 6.39 eV. Its charge is -1.

Each line ends with the Löwdin charge.
CARTESIAN COORDINATES (ANGSTROEM)
C -0.037 0.479 -0.065  -0.591
C 2.325 -0.187 0.589  -0.785
C -1.420 -0.120 0.072  -0.026
O 0.963 -0.396 0.140  -0.208
O -0.039 1.670 -0.383  0.008
S 3.483 -0.678 -0.416  0.367
H -2.167 0.531 0.510  0.062
H -1.659 -0.310 -1.103  0.137
H -1.449 -0.989 0.656  0.036

Entry 2:
A structure of composition C42H39BrCl2MoN4O6. Source: the Open Molecules 2025 dataset; level of theory: ωB97M-V/def2-TZVPD.

The spin multiplicity is 3. The energy above the lowest of the compared OMol25 structures with the same formula, charge and spin comes out at 0.0 kJ/mol. Its total energy is -159379.85849 eV. As for the HOMO energy (spin up / spin down): -7.54 / -7.65 eV. The HOMO-LUMO gap (spin up / spin down) comes out at 7.62 / 7.32 eV. Its charge is 0.

Each line ends with the Löwdin charge.
CARTESIAN COORDINATES (ANGSTROEM)
Mo 0.117 -0.128 -0.394  1.928
C 3.433 -0.348 0.775  -0.060
N 2.042 -0.586 1.214  -0.232
C 1.937 -2.020 1.581  -0.198
C 1.988 -2.984 0.401  -0.146
C 0.675 -3.191 -0.344  -0.233
N 0.290 -2.106 -1.249  -0.067
C -0.023 -2.406 -2.450  -0.087
C -0.554 -1.525 -3.458  -0.131
C -0.985 -2.115 -4.656  -0.035
C -1.556 -1.368 -5.658  -0.093
C -1.703 0.008 -5.468  -0.074
C -1.283 0.618 -4.307  0.004
C -0.696 -0.134 -3.277  -0.306
O -0.284 0.515 -2.210  -0.267
C 1.845 0.211 2.446  -0.194
C 2.071 1.722 2.296  -0.145
C 1.346 2.371 1.104  -0.196
N 0.088 1.642 0.914  -0.064
C -0.849 1.885 1.746  -0.079
C -1.916 0.969 2.089  -0.152
C -3.038 1.442 2.780  -0.030
C -4.015 0.580 3.221  -0.085
C -3.853 -0.792 3.007  -0.068
C -2.741 -1.284 2.359  0.000
C -1.754 -0.414 1.875  -0.333
O -0.697 -0.923 1.260  -0.275
H 4.109 -0.575 1.608  0.106
H 3.572 0.684 0.475  0.086
H 3.684 -0.979 -0.070  0.077
H 1.008 -2.154 2.131  0.113
H 2.765 -2.247 2.265  0.123
H 2.258 -3.960 0.814  0.121
H 2.771 -2.721 -0.310  0.101
H -0.135 -3.309 0.377  0.079
H 0.745 -4.116 -0.923  0.103
H 0.084 -3.448 -2.758  0.130
H -0.869 -3.187 -4.775  0.115
H -1.899 -1.838 -6.570  0.102
H -2.163 0.609 -6.244  0.109
H -1.398 1.682 -4.149  0.123
H 2.538 -0.161 3.212  0.127
H 0.838 0.011 2.803  0.107
H 3.135 1.960 2.253  0.109
H 1.695 2.166 3.223  0.115
H 1.925 2.296 0.189  0.050
H 1.151 3.428 1.301  0.123
H -0.795 2.805 2.336  0.147
H -3.134 2.509 2.947  0.118
H -4.892 0.954 3.732  0.101
H -4.614 -1.482 3.353  0.107
H -2.612 -2.345 2.184  0.118
Cl -7.070 -2.641 -1.236  0.749
C -6.025 -4.002 -0.994  -0.574
C -6.602 -5.227 -0.712  -0.112
C -5.803 -6.322 -0.425  -0.088
C -4.427 -6.182 -0.427  -0.116
C -3.868 -4.958 -0.746  -0.570
Cl -2.134 -4.823 -0.775  0.760
C -4.632 -3.825 -1.047  -0.310
N -4.067 -2.593 -1.343  0.070
C -4.379 -1.907 -2.545  -0.246
C -4.674 -2.608 -3.709  -0.032
C -5.017 -1.928 -4.868  -0.088
C -5.044 -0.542 -4.874  -0.096
C -4.740 0.152 -3.711  -0.034
C -4.419 -0.513 -2.533  -0.164
C -4.201 0.245 -1.255  -0.036
C -2.744 0.526 -0.925  -0.590
O -2.355 1.680 -0.804  0.042
O -1.978 -0.527 -0.816  -0.172
H -7.681 -5.304 -0.695  0.103
H -6.253 -7.278 -0.191  0.106
H -3.777 -7.016 -0.201  0.102
H -3.168 -2.363 -0.939  0.096
H -4.640 -3.691 -3.699  0.120
H -5.253 -2.484 -5.767  0.103
H -5.306 -0.002 -5.775  0.102
H -4.774 1.236 -3.702  0.120
H -4.624 -0.330 -0.424  0.121
H -4.703 1.209 -1.303  0.124
Br 1.619 3.313 -2.508  0.846
C 3.257 2.492 -3.008  -0.575
C 4.169 3.329 -3.642  -0.142
C 5.377 2.831 -4.096  -0.082
C 5.673 1.485 -3.935  -0.076
C 4.756 0.658 -3.315  -0.021
C 3.539 1.138 -2.825  -0.139
C 2.668 0.110 -2.135  -0.584
O 2.808 -1.072 -2.418  0.054
O 1.902 0.571 -1.201  -0.287
H 3.918 4.372 -3.782  0.091
H 6.079 3.496 -4.584  0.105
H 6.611 1.082 -4.296  0.103
H 4.952 -0.398 -3.192  0.117

Entry 3:
A structure of composition C35H39ClCsGe2N7O4S2 at a distorted geometry. Source: the Open Molecules 2025 dataset; level of theory: ωB97M-V/def2-TZVPD.

The energy above the lowest of the compared OMol25 structures with the same formula, charge and spin comes out at 331.7 kJ/mol. Its total energy is -203320.00019 eV. As for the HOMO energy: -0.68 eV. The HOMO-LUMO gap comes out at 4.12 eV. Its charge is -2.

Each line ends with the Löwdin charge.
CARTESIAN COORDINATES (ANGSTROEM)
Cs 0.645 -2.791 1.802  0.901
N -3.732 -2.289 5.413  0.018
C -2.609 -2.129 4.715  -0.918
S -2.317 -3.205 3.404  0.333
N -1.839 -0.997 5.104  -0.085
N -0.717 -0.851 4.427  -0.069
C -0.125 0.347 4.474  -0.134
C 0.795 0.804 3.457  -0.307
C 1.296 2.089 3.643  -0.070
C 2.047 2.740 2.673  -0.050
C 2.278 1.986 1.458  -0.044
C 1.817 0.650 1.403  -0.147
N 1.122 0.064 2.379  -0.006
H -4.271 -3.025 5.029  0.033
H -4.180 -1.490 5.895  0.105
H -0.472 1.054 5.237  0.093
H 1.121 2.568 4.571  0.085
H 2.421 3.716 2.873  0.082
H 2.814 2.409 0.616  0.085
H 2.010 0.070 0.442  0.114
C -5.354 -0.567 -5.206  -0.219
C -5.178 -1.061 -3.790  -0.331
Ge -3.543 -0.234 -2.920  0.887
C -3.956 0.185 -1.025  -0.372
C -5.068 1.122 -0.622  -0.194
C -2.796 1.097 -4.055  -0.229
C -1.986 2.187 -3.726  -0.412
Ge -0.732 2.142 -2.206  0.916
C -0.187 3.999 -1.782  -0.456
C 1.257 4.333 -2.071  -0.212
C 0.970 1.047 -2.880  -0.351
C 0.575 -0.428 -2.669  -0.247
C -1.945 3.398 -4.616  -0.272
C -0.824 3.715 -5.397  -0.054
C -0.867 4.780 -6.304  -0.127
C -1.920 5.694 -6.381  -0.123
C -3.106 5.341 -5.669  -0.108
C -3.051 4.271 -4.762  -0.059
H -6.063 -1.149 -5.726  0.038
H -4.401 -0.716 -5.702  0.056
H -5.601 0.512 -5.219  0.074
H -4.872 -2.116 -3.956  0.058
H -6.033 -0.909 -3.116  0.053
H -2.982 0.462 -0.556  0.029
H -4.215 -0.841 -0.710  0.055
H -5.200 1.949 -1.375  0.069
H -4.954 1.520 0.396  0.063
H -6.025 0.538 -0.630  0.063
H -3.180 1.094 -5.054  0.019
H -0.444 4.154 -0.718  0.035
H -0.813 4.608 -2.352  0.002
H 1.504 5.138 -1.393  0.042
H 1.497 4.654 -3.057  0.042
H 1.991 3.537 -1.828  0.045
H 1.876 1.299 -2.330  0.024
H 0.986 1.265 -3.961  0.022
H -0.435 -0.629 -2.236  0.007
H 1.195 -1.056 -1.988  0.060
H 0.659 -0.858 -3.642  0.029
H 0.172 3.213 -5.246  0.121
H 0.007 4.928 -6.980  0.099
H -1.880 6.688 -6.893  0.096
H -4.001 5.978 -5.731  0.089
H -3.931 4.112 -4.123  0.104
O 7.127 -2.743 0.168  0.072
C 7.062 -3.268 1.407  -0.519
O 8.077 -3.648 1.996  0.024
C 5.830 -3.256 2.127  -0.056
C 5.626 -3.515 3.489  -0.503
Cl 6.624 -4.326 4.668  0.740
N 4.261 -3.308 3.810  -0.093
N 3.555 -2.806 2.712  0.084
C 4.466 -2.786 1.672  -0.056
C 3.963 -2.364 0.292  -0.528
O 4.883 -2.097 -0.560  -0.008
O 2.682 -2.320 0.093  -0.289
C 3.636 -3.522 5.073  -0.225
C 2.798 -2.560 5.665  -0.018
C 1.913 -2.879 6.678  -0.050
C 2.042 -4.157 7.299  -0.094
C 2.850 -5.124 6.766  -0.093
C 3.667 -4.804 5.648  -0.046
H 6.196 -2.528 -0.260  0.034
H 2.793 -1.597 5.137  0.120
H 1.155 -2.151 6.897  0.100
H 1.376 -4.415 8.136  0.103
H 2.706 -6.160 7.051  0.098
H 4.325 -5.533 5.130  0.090
S -0.640 -3.734 -3.683  0.617
C -1.719 -2.653 -3.337  -0.934
N -2.505 -1.866 -2.883  -0.024

- Among the records above, which one has the highest charge?
  C42H39BrCl2MoN4O6